4 unconnected molecules or ions with the total composition C20H45BO10PS4, computed with ωB97M-V/def2-TZVPD.

The geometry in ORCA input format:
```
! wB97M-V def2-TZVPD RIJCOSX def2/J DEFGRID3
* xyz 1 1
C 6.028 1.284 -0.171
C 5.542 -0.173 -0.124
C 4.090 -0.348 -0.544
C 3.742 0.243 -1.927
C 2.542 1.199 -1.922
C 1.211 0.425 -2.098
P 0.108 0.549 -0.673
C 0.834 -0.029 0.867
B -0.662 2.327 -0.413
O -1.721 2.475 0.405
O -0.109 3.344 -1.069
S -1.549 -0.798 -1.023
C -0.797 -2.393 -1.084
O -2.406 -0.685 0.120
O -2.110 -0.493 -2.298
H 6.365 1.604 0.808
H 5.242 1.963 -0.479
H 6.834 1.402 -0.885
H 6.199 -0.822 -0.692
H 5.618 -0.514 0.905
H 3.823 -1.403 -0.511
H 3.481 0.160 0.201
H 4.608 0.754 -2.332
H 3.510 -0.562 -2.619
H 2.644 1.838 -2.790
H 2.547 1.827 -1.038
H 1.392 -0.634 -2.255
H 0.634 0.788 -2.943
H 1.336 -0.978 0.732
H 0.014 -0.189 1.568
H 1.499 0.716 1.288
H -2.040 1.625 0.747
H -0.243 4.187 -0.611
H -1.599 -3.082 -1.341
H -0.375 -2.634 -0.114
H -0.059 -2.416 -1.875
C -3.877 -1.254 4.569
C -3.029 -2.084 5.543
C -2.361 -3.202 4.731
S -2.181 -2.562 3.063
O -3.003 -3.342 2.175
O -0.782 -2.338 2.759
C -2.986 -0.992 3.358
H -4.218 -0.323 5.019
H -4.758 -1.822 4.264
H -2.265 -1.450 5.996
H -3.631 -2.498 6.350
H -1.377 -3.466 5.110
H -2.986 -4.091 4.670
H -3.527 -0.698 2.462
H -2.208 -0.263 3.588
C 2.368 7.221 -0.947
C 3.836 7.389 -0.537
C 4.264 6.103 0.182
S 3.244 4.788 -0.492
O 2.380 4.264 0.546
O 4.050 3.893 -1.284
C 2.272 5.834 -1.577
H 2.051 7.995 -1.643
H 1.724 7.277 -0.066
H 4.448 7.533 -1.429
H 3.981 8.258 0.102
H 5.307 5.854 0.004
H 4.070 6.148 1.252
H 1.261 5.447 -1.641
H 2.742 5.808 -2.559
C -5.754 -4.157 -1.568
C -4.968 -4.993 -0.547
C -4.260 -6.116 -1.312
S -3.956 -5.473 -2.959
O -4.700 -6.245 -3.917
O -2.538 -5.243 -3.120
C -4.782 -3.902 -2.716
H -6.111 -3.222 -1.140
H -6.621 -4.717 -1.923
H -4.223 -4.367 -0.052
H -5.616 -5.399 0.227
H -3.304 -6.377 -0.866
H -4.876 -7.007 -1.411
H -5.254 -3.598 -3.647
H -4.022 -3.175 -2.427
*
```

Results
* LUMO level: -0.11094 Eh
* max |F|: 0.9 eV/A
* HOMO: -12.00 eV

List of Löwdin charges in e, atom by atom: C -0.089; C -0.245; C -0.212; C -0.183; C -0.216; C -0.264; P 1.039; C -0.169; B -0.740; O 0.197; O 0.179; S 0.504; C -0.115; O -0.326; O -0.293; H 0.071; H 0.035; H 0.075; H 0.106; H 0.101; H 0.108; H 0.083; H 0.113; H 0.108; H 0.116; H 0.078; H 0.086; H 0.109; H 0.069; H 0.047; H 0.075; H 0.091; H 0.128; H 0.073; H 0.069; H 0.075; C -0.210; C -0.204; C -0.209; S 0.663; O -0.318; O -0.346; C -0.239; H 0.119; H 0.123; H 0.119; H 0.119; H 0.106; H 0.109; H 0.093; H 0.107; C -0.210; C -0.203; C -0.208; S 0.675; O -0.330; O -0.323; C -0.220; H 0.121; H 0.121; H 0.121; H 0.119; H 0.108; H 0.108; H 0.085; H 0.116; C -0.211; C -0.210; C -0.217; S 0.663; O -0.306; O -0.341; C -0.227; H 0.115; H 0.121; H 0.095; H 0.117; H 0.101; H 0.107; H 0.111; H 0.088


A molecular structure, C20H45ClInN2O4, computed with ωB97M-V/def2-TZVPD.

The geometry in ORCA input format:
```
! wB97M-V def2-TZVPD RIJCOSX def2/J DEFGRID3
* xyz -1 1
C 0.908 -1.264 3.780
C 0.222 -0.911 2.662
C -1.161 -0.430 2.743
O -1.832 -0.479 3.740
O -1.684 0.024 1.549
C -1.589 1.479 1.533
C -1.400 1.962 0.112
C -0.211 1.315 -0.632
C 0.977 2.264 -0.908
C 2.222 1.911 -0.102
C 2.125 2.162 1.414
In 1.725 4.308 1.890
C 1.719 4.742 4.095
C 0.594 4.078 4.881
C -0.800 4.353 4.303
Cl 0.885 2.274 4.896
H 0.985 -0.570 4.612
H 1.359 -2.247 3.872
H 0.688 -0.991 1.682
H -0.727 1.762 2.145
H -2.486 1.887 2.001
H -2.332 1.758 -0.424
H -1.265 3.045 0.153
H -0.590 0.938 -1.583
H 0.145 0.473 -0.034
H 1.239 2.155 -1.968
H 0.660 3.300 -0.787
H 3.059 2.508 -0.475
H 2.428 0.850 -0.312
H 3.093 1.847 1.823
H 1.390 1.482 1.856
H 0.128 4.740 1.195
H 3.035 5.255 1.119
H 2.674 4.510 4.573
H 1.563 5.821 4.226
H 0.622 4.397 5.924
H -0.768 5.136 3.550
H -1.488 4.598 5.114
H -1.185 3.450 3.833
C 2.439 -4.066 -3.465
C 2.231 -3.383 -2.116
C 2.090 -1.859 -2.203
O 3.299 -1.159 -2.421
C 3.752 -1.120 -3.757
N 3.311 -3.788 -1.210
H 3.464 -3.962 -3.820
H 2.237 -5.134 -3.378
H 1.767 -3.656 -4.223
H 1.291 -3.759 -1.701
H 1.723 -1.497 -1.239
H 1.342 -1.570 -2.954
H 2.918 -1.071 -4.464
H 4.385 -1.980 -3.994
H 4.358 -0.221 -3.869
H 3.115 -3.429 -0.280
H 4.151 -3.291 -1.495
C -4.796 -3.356 -1.274
C -4.090 -2.083 -0.811
C -3.773 -1.102 -1.949
O -2.678 -1.468 -2.770
C -2.961 -2.426 -3.765
N -2.897 -2.445 -0.050
H -4.102 -4.063 -1.730
H -5.250 -3.860 -0.421
H -5.587 -3.135 -1.995
H -4.771 -1.562 -0.131
H -3.487 -0.148 -1.499
H -4.661 -0.912 -2.569
H -3.971 -2.301 -4.170
H -2.842 -3.446 -3.390
H -2.242 -2.281 -4.573
H -2.499 -1.598 0.350
H -2.196 -2.762 -0.715
*
```

Results
* LUMO level: 0.07485 Eh
* max |F|: 1.6 eV/A
* HOMO: -4.66 eV

List of Löwdin charges in e, atom by atom: C 0.077; C -0.071; C -0.514; O 0.130; O -0.087; C -0.164; C -0.162; C -0.176; C -0.233; C -0.331; C -0.324; In 0.453; C -0.375; C -0.802; C -0.156; Cl 0.566; H 0.041; H 0.066; H 0.102; H 0.095; H 0.128; H 0.096; H 0.082; H 0.098; H 0.083; H 0.096; H 0.068; H 0.090; H 0.084; H 0.028; H -0.016; H -0.091; H -0.124; H 0.019; H 0.030; H 0.074; H 0.043; H 0.067; H 0.037; C -0.075; C -0.431; C -0.206; O -0.186; C -0.111; N 0.038; H 0.062; H 0.072; H 0.075; H 0.133; H 0.112; H 0.123; H 0.090; H 0.073; H 0.088; H 0.071; H 0.068; C -0.077; C -0.428; C -0.200; O -0.191; C -0.117; N 0.059; H 0.061; H 0.072; H 0.073; H 0.138; H 0.111; H 0.119; H 0.088; H 0.074; H 0.084; H 0.049; H 0.067


A molecular structure, C20H45CoF6N5O13S2, computed with ωB97M-V/def2-TZVPD.

The geometry in ORCA input format:
```
! wB97M-V def2-TZVPD RIJCOSX def2/J DEFGRID3
* xyz 0 4
Co 12.197 9.868 9.214
C 14.487 9.558 5.730
F 13.675 8.524 5.640
F 15.583 9.255 6.468
F 14.834 10.064 4.564
S 13.574 11.044 6.625
O 14.096 12.284 6.135
O 12.219 10.806 6.269
N 13.745 10.814 8.400
S 14.886 11.824 8.716
O 16.183 11.641 8.034
O 14.384 13.257 8.773
C 15.399 11.394 10.589
F 16.242 12.305 11.087
F 14.265 11.438 11.277
F 15.897 10.181 10.588
N 13.480 8.553 12.023
O 12.995 9.029 11.019
O 13.097 8.748 13.150
O 14.449 7.788 12.025
C 12.523 14.237 13.060
O 12.439 13.393 11.948
C 11.536 13.887 10.950
C 11.276 12.820 9.886
N 11.353 11.439 10.406
C 10.048 11.146 10.961
C 10.033 9.814 11.734
O 10.163 8.724 10.794
C 9.884 7.440 11.360
H 11.645 14.097 13.691
H 12.703 15.231 12.651
H 13.425 14.037 13.639
H 12.039 14.724 10.466
H 10.584 14.279 11.308
H 12.082 12.788 9.152
H 10.300 13.049 9.459
H 11.800 11.646 11.288
H 9.184 11.214 10.299
H 9.896 11.895 11.738
H 9.141 9.706 12.352
H 10.777 9.795 12.530
H 10.206 7.324 12.395
H 10.416 6.702 10.759
H 8.811 7.259 11.297
C 12.680 18.059 6.405
O 12.627 17.300 7.527
C 12.759 15.905 7.391
C 11.504 15.189 6.837
N 10.343 15.165 7.705
C 9.236 14.324 7.350
C 8.097 14.331 8.364
O 7.355 13.135 8.111
C 6.161 13.000 8.826
H 11.693 18.014 5.944
H 13.421 17.736 5.674
H 12.741 19.097 6.733
H 13.006 15.414 8.333
H 13.631 15.728 6.761
H 11.823 14.150 6.748
H 11.287 15.599 5.851
H 10.068 16.136 7.745
H 9.659 13.334 7.180
H 8.858 14.701 6.399
H 7.619 15.311 8.384
H 8.653 14.310 9.301
H 6.316 12.958 9.904
H 5.825 12.004 8.538
H 5.414 13.774 8.652
C 6.587 8.439 8.439
O 7.633 9.281 8.455
C 8.065 9.790 7.218
C 9.448 10.398 7.434
N 10.357 9.453 8.086
C 10.587 8.353 7.113
C 11.547 7.281 7.634
O 12.616 7.968 8.362
C 13.722 7.102 8.488
H 6.112 8.403 9.419
H 6.778 7.414 8.122
H 5.825 8.867 7.787
H 7.437 10.618 6.889
H 8.125 9.024 6.445
H 9.205 11.252 8.066
H 9.789 10.723 6.451
H 9.673 8.967 8.648
H 10.838 8.706 6.113
H 9.620 7.853 7.048
H 11.869 6.752 6.737
H 11.002 6.615 8.304
H 13.527 6.366 9.268
H 14.561 7.614 8.959
H 14.027 6.563 7.591
*
```

Results
* LUMO level (alpha / beta): 0.00438 / 0.00348 Eh
* ⟨S²⟩: 3.756
* max |F|: 8.1 eV/A
* HOMO (alpha / beta): -8.08 / -8.06 eV

List of Löwdin charges in e, atom by atom: Co 0.801; C -0.609; F 0.163; F 0.126; F 0.173; S 0.701; O -0.263; O -0.294; N -0.338; S 0.646; O -0.309; O -0.339; C -0.628; F 0.159; F 0.123; F 0.168; N -0.620; O -0.086; O 0.009; O -0.014; C -0.089; O -0.211; C -0.177; C -0.157; N -0.074; C -0.174; C -0.169; O -0.245; C -0.066; H 0.094; H 0.093; H 0.095; H 0.120; H 0.121; H 0.086; H 0.088; H 0.094; H 0.119; H 0.131; H 0.124; H 0.113; H 0.098; H 0.083; H 0.086; C -0.152; O -0.186; C -0.188; C -0.187; N -0.067; C -0.223; C -0.198; O -0.194; C -0.111; H 0.077; H 0.096; H 0.094; H 0.099; H 0.125; H 0.108; H 0.113; H 0.117; H 0.105; H 0.121; H 0.130; H 0.100; H 0.087; H 0.083; H 0.090; C -0.142; O -0.183; C -0.203; C -0.177; N -0.059; C -0.166; C -0.130; O -0.270; C -0.085; H 0.097; H 0.094; H 0.093; H 0.127; H 0.122; H 0.094; H 0.122; H 0.085; H 0.123; H 0.115; H 0.129; H 0.126; H 0.100; H 0.098; H 0.097